Entry 1:
Entry from the OMol25 dataset: C44H50B4CdCl4N6O32 as an isolated structure (wB97M-V/def2-TZVPD).

Results
HOMO energy in eV: -5.7
Spin multiplicity: 1
Total charge: -2
Orbital gap in Ha: 0.2891
Electronic energy in eV: -178285.71187
Molar mass in u: 1472.4
Energy relative to the best compared isomer or geometry (same formula, charge and spin) in kcal/mol: 0.0
LUMO in eV: 2.18

Last column: Mulliken charge in e.
Positions of all 141 atoms, in Å:
Cd -1.02 -4.47 -2.20  0.435
O -1.99 -5.41 -0.50  -0.750
C -2.63 -5.39 0.53  0.599
O -2.42 -4.61 1.53  0.366
B -3.45 -4.79 2.55  0.746
O -4.18 -6.01 2.09  -0.617
C -3.75 -6.37 0.89  0.268
O -4.17 -7.28 0.24  -0.634
O -4.33 -3.64 2.58  -0.136
C -4.30 -3.07 3.77  0.683
O -4.86 -2.06 4.08  -0.576
C -3.32 -3.90 4.66  0.364
O -2.89 -4.90 3.88  -0.596
O -2.98 -3.72 5.78  -0.619
O 0.99 1.42 3.94  -0.662
C 0.87 1.09 2.82  0.171
O -0.03 0.23 2.33  -0.545
B 0.21 -0.02 0.92  0.952
O 1.42 0.75 0.59  -0.435
C 1.77 1.46 1.64  0.654
O 2.71 2.19 1.69  -0.474
O 0.32 -1.47 0.56  -0.171
C -0.45 -1.75 -0.44  -0.573
O -0.49 -2.81 -1.00  1.540
C -1.31 -0.49 -0.74  0.060
O -0.94 0.45 0.09  0.024
O -2.19 -0.48 -1.54  -0.334
O -2.96 -3.72 -2.33  -0.323
C -4.03 -3.23 -2.06  0.674
O -4.36 -2.97 -0.82  0.001
B -5.73 -2.41 -0.75  1.096
O -6.22 -2.51 -2.17  -0.673
C -5.22 -2.89 -2.95  -0.077
O -5.23 -3.01 -4.13  -0.577
O -5.76 -1.01 -0.31  -0.201
C -6.60 -0.86 0.68  0.671
O -6.89 0.14 1.27  -0.640
C -7.15 -2.27 1.04  0.341
O -6.70 -3.09 0.09  -0.682
O -7.80 -2.59 1.99  -0.614
O 2.75 1.57 -6.70  -0.624
C 1.98 1.27 -5.83  0.246
O 1.09 0.30 -5.89  -0.808
B 0.28 0.25 -4.66  1.356
O 0.68 1.50 -3.96  0.226
C 1.76 2.00 -4.50  0.590
O 2.41 2.91 -4.07  -0.629
O 0.49 -1.09 -4.01  -0.535
C -0.64 -1.74 -4.02  0.426
O -0.78 -2.89 -3.67  -0.557
C -1.76 -0.86 -4.57  0.231
O -1.15 0.27 -4.93  -0.653
O -2.87 -1.18 -4.81  -0.526
C 3.88 -0.33 4.23  -1.297
C 4.45 -0.20 2.83  0.903
C 5.57 -1.19 2.57  -0.414
C 6.01 -1.22 1.17  0.231
N 6.37 -1.22 0.08  -0.572
H 3.41 -1.30 4.34  0.159
H 3.22 0.52 4.41  -0.038
H 4.76 -0.32 4.88  0.592
H 4.71 0.84 2.62  0.117
H 3.69 -0.50 2.09  -0.259
H 5.24 -2.19 2.84  0.275
H 6.46 -0.97 3.17  0.401
C 4.28 -6.26 -3.37  -1.117
C 4.44 -5.75 -1.93  -0.622
C 3.81 -4.39 -1.61  -0.215
C 2.40 -4.38 -2.04  0.016
N 1.29 -4.40 -2.31  -0.273
H 3.24 -6.31 -3.71  0.327
H 4.67 -7.27 -3.31  0.337
H 4.73 -5.60 -4.12  0.314
H 5.50 -5.70 -1.70  0.374
H 4.01 -6.50 -1.25  0.339
H 4.27 -3.69 -2.32  0.253
H 4.03 -4.05 -0.60  0.240
C -0.17 5.98 -1.94  -1.599
C 0.77 4.81 -1.70  0.857
C 1.46 4.91 -0.32  0.989
C 0.52 4.61 0.77  -0.114
N -0.23 4.27 1.58  -0.542
H -0.58 5.90 -2.95  0.448
H 0.43 6.89 -2.08  0.431
H -0.98 6.09 -1.22  0.264
H 1.52 4.77 -2.48  0.341
H 0.22 3.87 -1.77  -0.588
H 2.00 5.84 -0.15  0.715
H 2.26 4.17 -0.25  -1.181
C 4.44 4.28 -1.20  -1.246
C 4.36 2.76 -1.40  -0.058
C 5.27 1.98 -0.41  0.716
C 6.67 2.32 -0.53  0.186
N 7.79 2.56 -0.62  -0.618
H 4.37 4.51 -0.13  0.251
H 3.63 4.70 -1.80  0.166
H 5.37 4.72 -1.55  0.495
H 4.88 2.55 -2.34  0.536
H 3.32 2.45 -1.34  -0.045
H 5.07 0.91 -0.40  0.130
H 4.89 2.32 0.56  -0.347
C -3.97 4.22 1.02  -1.353
C -4.04 2.72 0.77  0.860
C -3.26 1.86 1.77  1.691
C -3.93 1.80 3.07  -0.097
N -4.44 1.75 4.09  -0.635
H -4.25 4.50 2.03  0.355
H -4.64 4.81 0.38  0.418
H -2.99 4.58 0.72  0.131
H -3.68 2.53 -0.25  -0.921
H -5.09 2.41 0.77  0.417
H -2.24 2.21 1.90  -0.361
H -3.22 0.88 1.30  -0.426
C -2.33 3.16 -2.45  -0.353
C -3.32 2.59 -3.47  -0.434
C -4.38 1.67 -2.89  0.972
C -5.18 1.05 -3.95  -0.202
N -5.78 0.54 -4.78  -0.638
H -1.47 3.52 -3.01  0.307
H -1.93 2.38 -1.80  -0.366
H -2.71 3.96 -1.80  0.388
H -2.71 2.04 -4.19  -0.038
H -3.73 3.38 -4.11  0.549
H -5.10 2.20 -2.25  0.521
H -3.91 0.89 -2.29  -0.570
Cl 4.90 4.76 4.56  -0.220
C 3.67 3.83 5.45  0.033
C 2.28 4.13 4.91  0.362
Cl 1.66 5.77 5.18  -0.228
H 3.82 3.98 6.51  0.399
H 3.81 2.78 5.19  -0.186
H 1.62 3.40 5.39  0.186
H 2.23 3.90 3.85  -0.336
Cl 0.91 -2.62 5.30  -0.195
C 1.34 -2.86 3.59  0.249
C 0.28 -3.74 2.92  -0.139
Cl 1.04 -4.66 1.57  -0.283
H 2.28 -3.40 3.55  0.368
H 1.39 -1.85 3.19  -0.449
H -0.65 -3.30 2.57  -0.203
H -0.14 -4.35 3.73  0.691

=====

Entry 2:
Entry from the OMol25 dataset: one molecule with the formula C7H10FNO5 (wB97M-V/def2-TZVPD).

Results
HOMO energy in eV: -10.4
Spin multiplicity: 1
Total charge: 0
Orbital gap in Ha: 0.3959
Electronic energy in eV: -21865.00052
Structure (SMILES): CCOC[C@@H](OC=O)C(=O)NC(=O)F
Molar mass in u: 207.2
LUMO in eV: 0.39

Last column: Mulliken charge in e.
Positions of all 24 atoms, in Å:
C -0.89 1.93 1.70  -1.144
C -1.93 1.19 0.87  -0.266
O -1.39 0.69 -0.34  -0.314
C -1.29 -0.70 -0.44  -1.040
C 0.15 -1.10 -0.12  0.708
O 0.20 -2.49 0.23  -0.379
C 1.22 -2.69 1.12  0.148
O 2.35 -2.94 0.80  -0.446
C 1.03 -0.89 -1.35  0.072
O 0.98 -1.62 -2.29  -0.505
N 1.90 0.25 -1.33  -0.139
C 1.62 1.24 -2.29  0.484
O 0.92 2.20 -2.19  -0.426
F 2.30 0.99 -3.41  -0.202
H -0.22 2.48 1.06  0.241
H -1.40 2.65 2.32  0.416
H -0.35 1.25 2.36  0.287
H -2.36 0.40 1.49  0.277
H -2.71 1.90 0.61  0.392
H -1.49 -0.96 -1.47  0.375
H -1.99 -1.24 0.18  0.425
H 0.48 -0.51 0.72  0.269
H 0.89 -2.66 2.17  0.427
H 1.97 0.66 -0.41  0.339